(1)
{"formula": "C2HF3O2", "method": "ωB97M-V/def2-TZVPD", "elements": ["C", "C", "O", "O", "F", "F", "F", "H"], "positions_angstrom": [[-2.5282, -0.1890, 0.2430], [-1.0485, 0.2319, 0.3596], [-3.4855, 0.3185, 0.6972], [-0.0461, -0.4489, 0.0149], [-2.4856, -1.4085, -0.3060], [-1.8327, 0.9824, -1.5975], [-0.7233, 1.3075, 0.9627], [0.8739, -0.1893, 0.1129]], "forces_ev_per_angstrom": [[0.5027, -0.6606, -0.3854], [0.2687, 2.0180, -2.1380], [0.8110, 0.0772, -0.0701], [-1.1455, -2.5712, -0.7107], [-0.2570, 0.3325, 0.0099], [0.7024, -0.9891, 2.4006], [-0.8771, 0.8209, 0.6080], [-0.0052, 0.9723, 0.2857]], "lowdin_charge": [-0.431, -0.253, 0.222, 0.268, 0.143, -0.379, 0.249, 0.182], "e_homo_ha": [-0.403, -0.403], "de_lowest_kcal_mol": 79.5, "total_charge": 0, "multiplicity": 1, "max_force_ev_per_a": 2.95, "energy_ha": -526.7963}

***

(2)
{"formula": "C3H10N3O2", "method": "ωB97M-V/def2-TZVPD", "elements": ["N", "C", "O", "O", "H", "H", "H", "C", "C", "N", "N", "H", "H", "H", "H", "H", "H", "H"], "positions_angstrom": [[-3.2199, -0.7663, -0.6347], [-2.1247, -0.1172, -0.2314], [-1.3255, 0.3352, -1.2466], [-1.8221, 0.1055, 0.9436], [-3.6634, -1.2000, 0.1579], [-3.1840, -1.3453, -1.4530], [-1.6922, 0.0633, -2.1082], [2.6766, -0.0877, 0.6566], [1.5705, 0.1998, -0.0401], [0.6029, 1.2010, 0.5181], [3.6823, -0.9596, 0.2804], [2.9427, 0.4029, 1.6015], [1.2690, -0.1880, -0.9972], [-0.2504, 0.7384, 0.9381], [1.0593, 1.8033, 1.2112], [0.2812, 1.8862, -0.1679], [3.6181, -1.4264, -0.6027], [4.6095, -0.5548, 0.3876]], "forces_ev_per_angstrom": [[0.1947, -0.2561, 1.0039], [0.1682, 0.0833, -0.1042], [0.0581, -0.3073, 0.2038], [0.7124, 0.2850, -1.0614], [-0.6091, -0.1689, 0.0259], [-0.1916, 0.0167, -0.4149], [0.1375, 0.3642, 0.2305], [3.6918, -1.6043, 1.4301], [-2.8686, 1.3790, -0.2428], [2.4158, 0.0189, -0.1164], [-1.8019, 2.8915, -0.5430], [-0.3677, 0.1403, -0.3535], [0.0078, -0.2600, -0.1904], [-1.3330, -0.4728, -0.0158], [-0.0194, -0.2863, 0.4179], [-0.3685, -0.3800, -0.6432], [-0.3320, -0.8380, -0.6347], [0.5055, -0.6052, 1.0086]], "mulliken_spin": [0.001, -0.003, 0.000, 0.012, 0.000, 0.000, 0.000, 0.056, 0.418, 0.006, 0.489, -0.001, 0.015, 0.016, 0.001, 0.006, -0.011, -0.006], "e_homo_ha": [-0.664, -0.664], "de_lowest_kcal_mol": 0.0, "total_charge": 2, "multiplicity": 2, "max_force_ev_per_a": 4.27, "energy_ha": -434.3730}

***

(3)
{"formula": "C39H31BrN6O4Zr", "method": "ωB97M-V/def2-TZVPD", "elements": ["Zr", "C", "O", "C", "N", "C", "C", "C", "C", "C", "C", "C", "C", "C", "C", "C", "C", "N", "C", "N", "C", "C", "O", "C", "C", "C", "C", "C", "C", "H", "H", "H", "H", "H", "H", "H", "H", "H", "H", "H", "H", "H", "H", "H", "H", "H", "H", "H", "C", "O", "C", "C", "C", "C", "C", "C", "N", "N", "C", "C", "C", "C", "O", "C", "N", "C", "C", "C", "C", "H", "H", "H", "H", "H", "H", "H", "H", "H", "H", "H", "H", "Br"], "positions_angstrom": [[0.4978, -2.2196, -0.8163], [2.0151, -2.1649, 3.6418], [3.1100, -2.2722, 2.6717], [2.5575, -2.1770, 1.4962], [1.2752, -2.1509, 1.4044], [0.7613, -2.4233, 2.8069], [-0.4495, -1.6322, 3.2652], [-1.5851, -1.5553, 2.4652], [-2.7094, -0.8684, 2.8973], [-2.7239, -0.2715, 4.1511], [-1.6168, -0.3895, 4.9781], [-0.4849, -1.0674, 4.5387], [3.4449, -2.1816, 0.3132], [4.8151, -2.3093, 0.3622], [5.5021, -2.4040, -0.8403], [4.7962, -2.3874, -2.0358], [3.4263, -2.2553, -1.9750], [2.7697, -2.1350, -0.8272], [2.5241, -2.3010, -3.1413], [1.2440, -2.2501, -3.0268], [0.6931, -2.5227, -4.4171], [1.9484, -2.3625, -5.2795], [3.0543, -2.4485, -4.3194], [-0.4636, -1.6453, -4.8595], [-1.5725, -1.4821, -4.0352], [-2.6449, -0.7025, -4.4380], [-2.6352, -0.0953, -5.6866], [-1.5604, -0.2978, -6.5376], [-0.4798, -1.0707, -6.1281], [2.0429, -1.1559, 4.0366], [2.1846, -2.8840, 4.4335], [0.5078, -3.4822, 2.8207], [-1.6160, -2.0931, 1.5344], [-3.5921, -0.8258, 2.2676], [-3.6057, 0.2575, 4.4954], [-1.6317, 0.0348, 5.9754], [0.3481, -1.1783, 5.2249], [5.3210, -2.3498, 1.3179], [6.5797, -2.5112, -0.8455], [5.2876, -2.4882, -2.9950], [0.3644, -3.5598, -4.4081], [2.0107, -1.3832, -5.7358], [2.0810, -3.1341, -6.0275], [-1.6272, -2.0253, -3.1082], [-3.5057, -0.5885, -3.7884], [-3.4772, 0.5074, -6.0075], [-1.5614, 0.1348, -7.5313], [0.3279, -1.2389, -6.8312], [0.7810, 4.5452, 5.5066], [0.0349, 3.4713, 4.9239], [-0.6309, 3.7134, 3.7820], [-0.5932, 4.9208, 3.0938], [-1.3255, 5.0617, 1.9222], [-2.0497, 4.0036, 1.3952], [-2.1103, 2.7988, 2.1159], [-1.4160, 2.6615, 3.2956], [-2.7162, 4.2955, 0.1587], [-3.0872, 3.4115, -0.6471], [-2.6370, 2.0722, -0.6797], [-3.5583, 1.0624, -0.7439], [-3.1604, -0.2879, -0.7744], [-1.8474, -0.6238, -0.7763], [-1.3838, -1.9230, -0.7635], [-0.8746, 0.3886, -0.8179], [0.4528, -0.0062, -0.8968], [1.3903, 0.9392, -0.9594], [1.0958, 2.2908, -0.9996], [-0.2203, 2.6919, -0.9432], [-1.2452, 1.7447, -0.8042], [1.1922, 4.1566, 6.4296], [0.1345, 5.3948, 5.7260], [1.5917, 4.8591, 4.8484], [-0.0176, 5.7574, 3.4680], [-1.3217, 6.0016, 1.3784], [-2.7394, 1.9857, 1.7779], [-1.4800, 1.7495, 3.8796], [-4.6100, 1.3224, -0.7170], [-3.9025, -1.0799, -0.7814], [2.4164, 0.6018, -1.0064], [1.8965, 3.0125, -1.0912], [-0.4643, 3.7447, -1.0239], [0.4574, -4.7313, -0.7321]], "forces_ev_per_angstrom": [[0.4820, -2.2775, 0.0852], [0.0484, -0.0558, -0.1121], [0.0757, -0.0893, 0.3686], [0.0139, 0.0671, -0.0205], [-0.1963, 0.0455, -0.1883], [-0.0992, 0.2273, -0.1167], [0.0673, 0.0639, -0.0533], [0.0631, -0.0093, 0.2197], [-0.0906, 0.0176, -0.0158], [-0.0819, -0.1567, 0.0730], [0.0269, -0.1969, 0.0677], [-0.0196, 0.0291, 0.0109], [-0.2283, 0.0666, 0.3681], [0.2613, -0.0258, 0.1523], [0.1099, -0.0084, -0.0043], [0.2347, -0.0338, -0.1705], [-0.1181, 0.0751, -0.2456], [0.5045, 0.1650, -0.0542], [-0.0835, 0.0432, 0.0100], [-0.1678, 0.0438, 0.0269], [-0.0573, 0.2823, 0.1252], [0.0294, -0.0907, 0.1380], [0.0915, -0.1025, -0.3719], [0.0768, 0.0353, 0.0294], [0.0455, -0.0269, -0.2130], [-0.0647, 0.0167, 0.0415], [-0.0316, 0.0294, -0.0466], [0.0251, -0.0279, -0.0247], [0.0174, 0.0352, 0.0345], [0.0974, 0.1553, 0.0034], [0.0818, -0.0871, -0.0078], [-0.0144, -0.1854, -0.0873], [-0.0300, -0.0300, -0.2427], [0.0862, -0.0081, 0.0437], [0.0677, -0.0399, -0.0332], [0.0047, -0.0123, -0.0768], [-0.0703, 0.0901, -0.0569], [0.0001, -0.0008, -0.0497], [-0.0509, 0.0110, 0.0002], [-0.0028, 0.0006, 0.0602], [-0.0207, -0.1915, 0.0992], [0.1078, 0.1679, -0.0219], [0.0790, -0.0961, 0.0108], [-0.0337, -0.0395, 0.2609], [0.0747, -0.0126, -0.0372], [0.0718, -0.0470, 0.0325], [0.0008, -0.0238, 0.0799], [-0.0591, 0.0728, 0.0332], [-0.1172, -0.0938, -0.1043], [0.0980, 0.0781, 0.1413], [0.0224, 0.0800, -0.0444], [0.0018, 0.2125, -0.0882], [0.1841, 0.1783, -0.0612], [0.1445, -0.2125, -0.3843], [-0.0873, 0.0094, -0.0818], [-0.0480, -0.0712, -0.0378], [-0.5439, -0.9649, 0.1677], [0.6983, 0.8622, -0.1316], [0.0338, -0.0324, 0.3944], [-0.1747, -0.0180, 0.0974], [-0.5431, -0.1709, 0.0011], [0.0932, -0.2637, 0.0383], [-0.9584, 1.2184, -0.0782], [0.4939, 0.1867, -0.0882], [-0.5189, 0.9861, 0.1168], [-0.1787, -0.3301, -0.0356], [-0.0131, 0.2396, -0.0438], [0.0360, 0.1595, 0.0556], [-0.1012, 0.2161, 0.0227], [0.0205, -0.0484, 0.0620], [-0.0321, 0.0045, 0.0105], [0.0238, -0.0034, -0.0308], [-0.0753, -0.0525, -0.0583], [-0.0167, -0.0726, 0.1019], [0.0378, -0.0156, 0.0347], [0.0710, 0.2712, -0.1775], [0.0442, -0.0705, -0.0038], [0.0140, 0.0814, 0.0139], [0.0889, -0.0464, 0.0016], [-0.0471, -0.0463, -0.0032], [-0.0358, -0.0397, 0.0821], [0.0609, -0.0960, -0.0133]], "lowdin_charge": [1.433, -0.028, 0.086, -0.334, 0.055, -0.182, -0.169, -0.031, -0.059, -0.083, -0.068, -0.023, -0.156, 0.073, 0.042, 0.074, -0.157, 0.011, -0.336, 0.049, -0.177, -0.023, 0.089, -0.177, -0.041, -0.055, -0.055, -0.049, -0.029, 0.132, 0.152, 0.164, 0.089, 0.112, 0.125, 0.124, 0.114, 0.145, 0.140, 0.145, 0.164, 0.128, 0.152, 0.089, 0.108, 0.117, 0.118, 0.111, -0.050, -0.065, -0.275, 0.002, -0.007, -0.266, -0.006, 0.023, 0.099, 0.088, -0.221, 0.009, 0.018, -0.335, -0.342, -0.142, -0.031, -0.092, -0.007, 0.061, -0.073, 0.096, 0.102, 0.097, 0.112, 0.125, 0.104, 0.085, 0.134, 0.144, 0.115, 0.125, 0.134, 0.125], "e_homo_ha": -0.457, "total_charge": 2, "multiplicity": 1, "max_force_ev_per_a": 2.33, "energy_ha": -4754.9975}